1.
99
Properties=species:S:1:pos:R:3:mulliken_charge:R:1 method="wB97M-V/def2-TZVPD" orbital_gap_ev=9.1 spin_multiplicity=1 e_homo_ha=-0.3191 mol_weight_g_mol=873.38
Cl -0.08 3.78 -0.23 -0.221
C 0.32 2.19 0.41 0.400
C -0.31 1.00 -0.36 0.633
Cl 0.54 0.69 -1.87 0.371
H 0.01 2.14 1.45 -0.578
H 1.40 2.04 0.32 0.319
H -1.38 1.07 -0.51 -0.118
H -0.23 0.14 0.31 -0.756
Cl 2.96 1.09 -5.74 -0.167
C 1.66 2.32 -6.02 -0.477
C 1.22 2.89 -4.69 0.375
Cl 2.52 3.75 -3.85 -0.185
H 0.79 1.83 -6.45 0.300
H 2.04 3.04 -6.74 0.399
H 0.92 2.06 -4.05 -0.466
H 0.40 3.61 -4.73 0.369
Cl 2.47 -0.22 5.52 -0.205
C 3.01 1.30 4.75 -0.403
C 1.83 1.94 4.06 0.572
Cl 2.30 3.20 2.88 -0.196
H 3.77 1.10 3.99 0.226
H 3.43 1.90 5.55 0.423
H 1.23 2.48 4.80 0.493
H 1.24 1.26 3.45 -0.942
C -1.39 -2.09 5.43 -0.391
C -0.27 -3.02 4.88 -0.584
O 0.15 -2.35 3.67 -0.239
C -0.72 -1.36 3.41 -0.211
O -0.54 -0.60 2.50 0.411
O -1.73 -1.38 4.25 -0.321
H -1.15 -1.44 6.27 0.310
H -2.19 -2.79 5.65 0.275
H -0.71 -3.98 4.62 0.327
H 0.57 -3.03 5.57 0.310
C -1.31 4.23 3.65 -0.047
C -2.60 3.77 2.95 -0.252
O -2.87 2.51 3.56 -0.332
C -2.00 2.26 4.55 0.638
O -1.93 1.30 5.22 -0.497
O -1.12 3.27 4.64 -0.364
H -1.58 5.21 4.06 0.333
H -0.53 4.37 2.90 0.127
H -2.62 3.62 1.87 0.136
H -3.42 4.48 3.06 0.286
C 1.86 -2.46 -3.05 1.879
C 1.61 -1.87 -4.45 -0.361
O 0.49 -2.67 -4.91 -0.401
C 0.39 -3.80 -4.17 0.681
O -0.39 -4.67 -4.28 -0.548
O 1.26 -3.74 -3.13 -0.455
H 1.32 -1.90 -2.29 -1.604
H 2.92 -2.57 -2.90 0.531
H 2.47 -1.99 -5.11 0.418
H 1.20 -0.87 -4.47 -0.079
C -6.29 2.13 -3.32 -1.377
C -4.94 1.58 -2.88 -0.026
O -5.04 1.30 -1.48 -0.371
C -3.91 0.92 -0.90 0.585
O -2.81 0.87 -1.38 -0.735
O -4.18 0.50 0.32 -0.455
C -3.04 0.41 1.20 -0.043
H -6.57 3.13 -2.99 0.328
H -7.08 1.49 -2.93 0.341
H -6.31 2.13 -4.41 0.389
H -4.16 2.31 -3.06 0.281
H -4.83 0.70 -3.51 0.259
H -2.59 -0.52 0.82 0.150
H -3.32 0.23 2.23 0.491
H -2.35 1.23 1.03 -0.234
C -0.64 -0.97 -2.84 0.288
C -1.25 -1.58 -1.61 1.379
O -0.67 -2.88 -1.38 -0.446
C 0.42 -2.95 -0.64 0.232
O 1.18 -2.05 -0.38 1.147
O 0.60 -4.21 -0.25 -0.579
C 1.95 -4.63 0.01 -0.815
H -1.13 -1.32 -3.76 0.609
H 0.43 -1.13 -2.92 -1.680
H -0.89 0.10 -2.90 0.826
H -2.31 -1.82 -1.76 0.359
H -1.20 -0.96 -0.71 -1.322
H 2.60 -4.32 -0.80 0.209
H 1.84 -5.71 0.06 0.387
H 2.31 -4.23 0.96 0.113
C 2.95 -2.50 2.13 -2.263
C 2.14 -1.33 1.56 3.481
O 2.90 -0.23 1.05 -0.376
C 3.41 -0.39 -0.16 0.719
O 3.45 -1.42 -0.77 -0.629
O 3.88 0.79 -0.60 -0.439
C 3.99 0.83 -2.02 -0.111
H 3.32 -3.19 1.37 0.519
H 2.22 -3.13 2.64 0.473
H 3.75 -2.13 2.77 0.313
H 1.62 -0.90 2.41 -0.702
H 1.40 -1.73 0.87 -1.828
H 3.00 1.00 -2.43 -0.199
H 4.39 -0.12 -2.40 0.258
H 4.59 1.64 -2.44 0.349



2.
85
Properties=species:S:1:pos:R:3:mulliken_charge:R:1 method="wB97M-V/def2-TZVPD" charge=-1 orbital_gap_ev=6.1 spin_multiplicity=1 e_homo_ha=-0.1632 mol_weight_g_mol=534.80
C 3.98 -3.87 1.91 -1.083
N 3.06 -4.01 0.78 -0.035
C 1.72 -4.42 1.17 -0.145
S 1.64 -6.16 1.78 -0.279
C 1.04 -3.40 2.11 0.326
O 0.64 -3.79 3.22 -0.751
O 0.95 -2.26 1.64 -0.640
H 3.57 -3.29 2.73 0.374
H 4.37 -4.83 2.25 0.285
H 4.83 -3.32 1.52 0.384
H 3.42 -4.79 0.25 0.152
H 1.14 -4.45 0.25 0.280
H 1.95 -6.07 3.08 0.105
C 0.88 1.30 -1.62 -1.303
C -0.48 0.60 -1.58 -0.261
C -0.39 -0.85 -1.10 -0.164
C 0.39 -1.67 -2.02 0.271
N 1.02 -2.31 -2.74 -0.558
H 1.55 0.81 -2.33 0.330
H 0.76 2.34 -1.94 0.388
H 1.35 1.29 -0.64 0.315
H -0.94 0.65 -2.57 0.272
H -1.13 1.15 -0.89 0.216
H -1.39 -1.27 -1.02 0.299
H 0.06 -0.90 -0.10 0.231
C 6.48 -3.77 -3.61 -1.029
C 5.11 -3.45 -3.04 -0.386
C 5.15 -2.40 -1.93 -0.121
C 5.92 -2.86 -0.78 0.289
N 6.51 -3.23 0.14 -0.611
H 7.14 -4.19 -2.85 0.140
H 6.40 -4.51 -4.41 0.370
H 6.96 -2.88 -4.03 0.330
H 4.65 -4.36 -2.66 0.236
H 4.46 -3.08 -3.84 0.348
H 4.14 -2.16 -1.61 0.054
H 5.59 -1.47 -2.31 0.370
C 8.83 -6.76 -0.39 -1.200
C 7.54 -7.54 -0.64 -0.340
C 7.62 -8.41 -1.90 -0.426
C 7.78 -7.62 -3.11 0.285
N 7.93 -6.98 -4.05 -0.444
H 9.04 -6.06 -1.20 0.318
H 8.74 -6.17 0.53 0.331
H 9.68 -7.43 -0.28 0.365
H 6.71 -6.85 -0.72 0.217
H 7.34 -8.19 0.21 0.320
H 6.70 -9.00 -1.99 0.283
H 8.44 -9.13 -1.82 0.289
C -5.26 0.95 -3.09 -1.308
C -4.89 1.14 -1.63 -0.159
C -5.27 2.51 -1.08 -0.043
C -4.56 3.60 -1.76 0.192
N -4.00 4.44 -2.29 -0.512
H -4.74 1.66 -3.73 0.334
H -5.00 -0.05 -3.43 0.369
H -6.34 1.08 -3.25 0.364
H -3.82 0.97 -1.50 -0.016
H -5.40 0.38 -1.03 0.363
H -5.05 2.55 -0.02 0.118
H -6.35 2.67 -1.18 0.307
C -6.58 5.19 2.52 -0.867
C -7.96 4.53 2.58 -0.482
C -7.90 3.08 3.07 -0.572
C -7.14 2.23 2.16 0.353
N -6.51 1.59 1.45 -0.434
H -5.93 4.67 1.81 0.229
H -6.67 6.22 2.18 0.223
H -6.10 5.19 3.50 0.322
H -8.43 4.57 1.59 0.307
H -8.60 5.10 3.26 0.328
H -8.91 2.68 3.17 0.291
H -7.45 3.04 4.07 0.285
C -2.82 9.01 3.05 -1.155
C -4.01 9.24 2.13 -0.351
C -5.16 9.99 2.81 -0.392
C -5.73 9.23 3.92 0.241
N -6.16 8.62 4.80 -0.453
H -3.10 8.38 3.90 0.345
H -2.02 8.50 2.52 0.328
H -2.42 9.95 3.43 0.308
H -4.36 8.29 1.74 0.243
H -3.68 9.83 1.27 0.308
H -5.95 10.19 2.08 0.271
H -4.81 10.96 3.18 0.317



3.
79
Properties=species:S:1:pos:R:3:mulliken_charge:R:1 method="wB97M-V/def2-TZVPD" charge=+2 relative_energy_ev=0.000 orbital_gap_ev="7.2 / 3.1" spin_multiplicity=5 e_homo_ha="-0.4489 / -0.4417" mol_weight_g_mol=551.70
P 6.11 -1.68 -2.22 0.799
P 6.34 -1.98 0.89 0.789
C 7.83 -1.87 -1.51 -1.018
C 7.80 -2.55 -0.14 -1.039
H 8.26 -0.85 -1.43 0.465
H 8.44 -2.44 -2.22 0.511
H 7.71 -3.64 -0.25 0.467
H 8.72 -2.33 0.43 0.520
C 7.22 -0.68 1.85 -1.348
H 6.57 -0.36 2.68 0.400
H 7.42 0.19 1.21 0.368
H 8.16 -1.08 2.25 0.449
C 6.40 -3.31 2.15 -1.326
H 7.42 -3.41 2.55 0.415
H 6.08 -4.26 1.69 0.397
H 5.70 -3.05 2.96 0.411
C 6.53 -0.47 -3.54 -1.280
H 5.65 -0.36 -4.19 0.417
H 7.39 -0.82 -4.13 0.409
H 6.75 0.50 -3.08 0.385
C 6.12 -3.20 -3.27 -1.331
H 6.03 -4.09 -2.64 0.367
H 7.06 -3.25 -3.85 0.428
H 5.26 -3.16 -3.95 0.403
Ru 0.09 0.03 -0.09 0.625
C 1.24 -1.24 1.18 -0.366
C 1.70 0.10 1.28 -0.039
C 2.92 0.64 0.58 -0.398
C 2.65 1.28 -0.80 -0.887
C 1.44 0.68 -1.48 -0.130
C 1.23 -0.74 -1.58 -0.397
C 2.22 -1.79 -1.09 -0.254
C 1.91 -2.28 0.34 -0.858
C -1.38 0.39 -1.44 -0.883
H 0.64 -1.63 2.01 0.625
H 1.41 0.65 2.18 0.439
H 3.70 -0.14 0.49 -0.521
H 3.35 1.42 1.22 0.596
H 2.44 2.36 -0.67 0.484
H 3.54 1.22 -1.45 0.261
H 1.00 1.29 -2.27 0.619
H 0.59 -1.07 -2.40 0.574
H 3.25 -1.42 -1.17 -0.621
H 2.13 -2.65 -1.77 0.631
H 1.25 -3.16 0.28 0.478
H 2.84 -2.64 0.81 0.216
H -2.25 -0.12 -1.01 -0.057
H -1.17 0.12 -2.48 0.460
H -1.47 1.48 -1.32 0.302
C -0.41 0.36 3.94 -1.535
C -1.84 0.32 4.47 0.640
C -2.00 1.35 5.58 -1.443
C -2.98 0.43 3.47 0.330
C -4.24 0.09 3.96 -0.420
C -5.38 0.25 3.19 -1.413
C -5.29 0.78 1.91 -0.066
C -4.08 1.15 1.37 0.683
C -4.08 1.92 0.06 0.620
C -4.79 1.12 -1.05 -1.382
C -4.79 3.26 0.20 -1.490
C -2.84 0.85 2.08 0.248
O -1.70 0.94 1.53 -0.656
H -0.17 1.31 3.46 0.414
H -0.25 -0.46 3.24 0.067
H 0.28 0.21 4.79 0.377
H -1.97 -0.69 4.91 0.455
H -1.85 2.37 5.19 0.372
H -3.00 1.30 6.03 0.440
H -1.26 1.17 6.36 0.410
H -4.31 -0.28 4.98 0.491
H -6.36 0.00 3.61 0.388
H -6.20 0.96 1.32 0.374
H -3.04 2.10 -0.21 -0.160
H -5.82 0.92 -0.75 0.393
H -4.82 1.71 -1.98 0.401
H -4.30 0.16 -1.26 0.335
H -4.30 3.89 0.95 0.378
H -4.78 3.79 -0.76 0.445
H -5.84 3.13 0.51 0.349